(w)
{"formula": "C5H12N", "method": "the ωB97M-V functional and the def2-TZVPD basis", "multiplicity": 1, "lumo_ha": -0.3047, "total_charge": 1, "elements": ["C", "C", "C", "C", "C", "N", "H", "H", "H", "H", "H", "H", "H", "H", "H", "H", "H", "H"], "xyz": [[2.17512, 1.19919, -0.14386], [1.57364, 0.13506, 0.74756], [0.12187, 0.68510, 1.13109], [-0.69952, 0.83689, -0.07808], [-1.95939, 0.42118, -0.20232], [-1.31574, -2.45301, -1.29000], [3.02527, 0.95624, -0.77562], [2.42442, 2.11692, 0.42573], [1.30462, 1.47013, -0.75676], [2.13178, -0.11954, 1.67056], [1.31917, -0.81332, 0.27164], [-0.38497, 0.12019, 1.92111], [0.35247, 1.58919, 1.71559], [-2.40084, -0.23389, 0.54639], [-2.63712, 1.11515, -0.71803], [-1.62767, -1.47282, -1.10079], [-1.31780, -2.45836, -2.32869], [-2.08531, -3.09430, -1.03552]], "nbo_charge": [-0.582, -0.378, -0.581, 0.547, -0.475, -1.049, 0.259, 0.228, 0.191, 0.253, 0.229, 0.325, 0.317, 0.340, 0.310, 0.317, 0.373, 0.375]}


(x)
{"formula": "C5H12N", "method": "the ωB97M-V functional and the def2-TZVPD basis", "multiplicity": 1, "lumo_ha": -0.1274, "total_charge": 1, "elements": ["C", "C", "H", "H", "H", "H", "C", "C", "C", "N", "H", "H", "H", "H", "H", "H", "H", "H"], "xyz": [[-1.52295, 0.79579, -1.74940], [-2.77819, 1.16371, -1.51770], [-1.18589, -0.23590, -1.79118], [-0.73993, 1.50348, -2.01331], [-3.58496, 0.44235, -1.51162], [-3.04088, 2.21228, -1.47888], [1.76603, -1.28805, 1.78410], [1.14173, -0.52949, 0.65756], [1.61463, -0.46679, -0.57633], [-0.05969, 0.27388, 0.99965], [2.58638, -1.89405, 1.41147], [2.17788, -0.57738, 2.50441], [1.07665, -1.96178, 2.29517], [1.26938, 0.18344, -1.36730], [2.43169, -1.13272, -0.81435], [-0.06161, 0.69851, 1.93429], [-0.94897, -0.22585, 0.91439], [-0.14132, 1.03857, 0.31903]], "nbo_charge": [-0.480, -0.336, 0.195, 0.199, 0.216, 0.214, -0.666, 0.128, -0.344, -0.699, 0.263, 0.240, 0.240, 0.225, 0.245, 0.445, 0.453, 0.461]}


Which of them is least stable? Easy: (w).


(w)
{"formula": "C5H12N", "method": "the ωB97M-V functional and the def2-TZVPD basis", "smiles": "C=CCCC[NH3+]", "multiplicity": 1, "lumo_ha": -0.1395, "total_charge": 1, "elements": ["C", "C", "C", "C", "C", "N", "H", "H", "H", "H", "H", "H", "H", "H", "H", "H", "H", "H"], "xyz": [[-0.45294, 0.38927, -1.81865], [-0.87561, 0.34686, -0.30904], [0.15803, -0.30054, 0.65340], [0.33890, 0.51164, 3.10267], [0.59586, 0.64415, 1.75144], [0.39856, -0.96680, -2.13931], [0.18378, 1.10761, -2.30997], [-1.27923, 0.25328, -2.53475], [-1.12850, 1.27962, 0.22259], [-1.82046, -0.31522, -0.16529], [1.11022, -0.66036, 0.20734], [-0.24931, -1.23133, 1.00943], [-0.45335, -0.13468, 3.55730], [1.03409, 1.04545, 3.69063], [0.78282, 1.72384, 1.38167], [-0.27186, -1.67953, -1.58570], [0.66981, -1.12962, -3.08212], [1.25919, -0.88363, -1.63163]], "nbo_charge": [-0.175, -0.470, -0.463, -0.347, -0.218, -0.718, 0.233, 0.230, 0.283, 0.240, 0.187, 0.227, 0.216, 0.217, 0.212, 0.467, 0.446, 0.431]}


(x)
{"formula": "C5H12N", "method": "the ωB97M-V functional and the def2-TZVPD basis", "smiles": "C=C(C)CC[NH3+]", "multiplicity": 1, "lumo_ha": -0.1423, "total_charge": 1, "elements": ["C", "C", "C", "C", "C", "N", "H", "H", "H", "H", "H", "H", "H", "H", "H", "H", "H", "H"], "xyz": [[-0.13155, -0.81556, 1.31128], [0.86335, 0.04053, 0.46531], [0.35021, 0.44321, -0.89290], [-0.37837, 1.52203, -1.22807], [0.88100, -0.44110, -2.06239], [-1.18210, -0.02043, 1.89343], [-0.53705, -1.61182, 0.67890], [0.42788, -1.47376, 2.01712], [1.81118, -0.47464, 0.32302], [1.10468, 0.86506, 1.18177], [-0.90865, 1.46213, -2.25095], [-0.80086, 2.27985, -0.53683], [0.75666, 0.02434, -3.01785], [1.96677, -0.68174, -2.02020], [0.50912, -1.47255, -2.03682], [-1.35018, 0.02034, 2.91407], [-1.29386, 0.85842, 1.38550], [-2.08821, -0.52431, 1.87561]], "nbo_charge": [-0.259, -0.459, -0.009, -0.397, -0.654, -0.688, 0.236, 0.255, 0.260, 0.225, 0.232, 0.194, 0.239, 0.231, 0.222, 0.461, 0.463, 0.449]}


(y)
{"formula": "C5H12N", "method": "the ωB97M-V functional and the def2-TZVPD basis", "smiles": "C=CCCC[NH3+]", "multiplicity": 1, "lumo_ha": -0.1339, "total_charge": 1, "elements": ["C", "C", "C", "C", "C", "N", "H", "H", "H", "H", "H", "H", "H", "H", "H", "H", "H", "H"], "xyz": [[0.58431, 1.49078, -0.65211], [-0.66240, 0.49218, -0.64247], [-0.29287, -0.90540, -0.11132], [-1.48525, -1.52122, 1.96935], [-0.46249, -1.00300, 1.34609], [1.70029, 0.72723, -1.25086], [0.79253, 1.66888, 0.39213], [0.31216, 2.50951, -1.07567], [-1.34729, 0.98745, 0.15807], [-1.02689, 0.60088, -1.73044], [0.76714, -1.13692, -0.33485], [-1.02055, -1.59783, -0.57026], [-2.15423, -2.18922, 1.52700], [-1.72003, -1.09173, 2.97866], [0.22958, -0.33069, 1.91852], [1.19271, 0.05864, -1.85025], [2.53660, 1.05422, -1.58169], [2.05669, 0.18625, -0.48991]], "nbo_charge": [-0.257, -0.418, -0.467, -0.335, -0.210, -0.663, 0.224, 0.263, 0.269, 0.234, 0.164, 0.253, 0.205, 0.224, 0.182, 0.452, 0.444, 0.435]}


Which of them is least stable? Easy: (w).


(w)
{"formula": "C5H12N", "method": "the ωB97M-V functional and the def2-TZVPD basis", "smiles": "C=CC[C@@H](C)[NH3+]", "multiplicity": 1, "lumo_ha": -0.1465, "total_charge": 1, "elements": ["C", "C", "C", "C", "C", "N", "H", "H", "H", "H", "H", "H", "H", "H", "H", "H", "H", "H"], "xyz": [[1.05706, 0.00962, -1.14998], [0.58041, -0.21091, 0.29536], [-0.64477, 0.77702, 0.60875], [-1.85176, 0.41260, -0.25011], [-1.96076, -0.85106, -0.70347], [2.08442, -0.15076, 0.96080], [0.43180, 0.55854, -1.84141], [1.95950, 0.56265, -1.13222], [1.31681, -0.93145, -1.64257], [0.21408, -1.03862, 0.94918], [-0.26241, 1.88791, 0.75473], [-1.25409, 0.72023, 1.55381], [-2.77589, 1.02842, -0.22042], [-2.82296, -1.46011, -0.83989], [-1.09960, -1.46282, -0.92109], [1.79643, 0.55496, 1.69368], [2.52497, -0.82948, 1.67322], [2.63600, 0.72128, 0.65913]], "nbo_charge": [-0.650, 0.000, -0.485, -0.198, -0.387, -0.788, 0.264, 0.211, 0.255, 0.258, 0.229, 0.267, 0.248, 0.229, 0.177, 0.436, 0.483, 0.453]}


(x)
{"formula": "C5H12N", "method": "the ωB97M-V functional and the def2-TZVPD basis", "smiles": "C[NH2+]C1(C)CC1", "multiplicity": 1, "lumo_ha": -0.1219, "total_charge": 1, "elements": ["C", "C", "C", "C", "C", "N", "H", "H", "H", "H", "H", "H", "H", "H", "H", "H", "H", "H"], "xyz": [[0.97495, 0.91026, 0.75380], [1.65888, 0.85777, -0.58376], [0.36339, -0.22616, -0.02567], [0.68614, -1.67453, 0.14941], [-2.02014, 0.42533, 0.26585], [-0.94025, 0.03153, -0.67470], [1.55558, 0.63363, 1.62252], [0.35039, 1.77191, 0.95043], [1.35533, 1.53291, -1.36221], [2.62413, 0.39881, -0.66780], [0.79382, -2.17279, -0.81507], [-0.09159, -2.18743, 0.71432], [1.61768, -1.79635, 0.69427], [-1.92369, -0.14196, 1.18803], [-1.95326, 1.48555, 0.50244], [-2.99554, 0.22836, -0.17217], [-0.84917, 0.76308, -1.38905], [-1.20663, -0.83990, -1.15063]], "nbo_charge": [-0.439, -0.360, 0.112, -0.651, -0.427, -0.506, 0.254, 0.230, 0.215, 0.242, 0.231, 0.227, 0.262, 0.241, 0.237, 0.242, 0.445, 0.445]}


Which of them is least stable? Easy: (w).